117
Properties=species:S:1:pos:R:3 method="wB97M-V/def2-TZVPD" homo_ev="-9.6 / -10.9" charge=+1 multiplicity=3 total_energy_ha=-3815.932087 relative_energy_ev=0.647 gap_ev="8.0 / 7.6" s2=2.0063
Pd 1.312 0.224 -0.932
C 2.405 2.668 -3.828
Si 2.842 0.956 -3.112
C 1.418 -0.161 -3.761
C 4.423 0.408 -4.010
C 3.320 0.869 -1.288
Si 3.869 -0.713 -0.417
C 5.732 -0.459 -0.113
C 3.801 -2.290 -1.500
C 3.171 -1.122 1.320
Si 3.353 2.448 -0.298
C 4.780 3.569 -0.831
C 3.423 2.316 1.587
C 1.682 3.276 -0.732
C 1.399 4.632 -0.597
C 0.172 5.126 -1.011
C -0.755 4.240 -1.546
C -0.415 2.901 -1.642
N 0.766 2.439 -1.240
H 2.787 2.731 -4.847
H 2.852 3.483 -3.258
H 1.330 2.838 -3.867
H 1.258 0.051 -4.819
H 0.467 0.011 -3.243
H 1.692 -1.213 -3.685
H 4.301 0.422 -5.094
H 4.727 -0.598 -3.719
H 5.242 1.083 -3.761
H 6.258 -0.314 -1.058
H 6.159 -1.333 0.381
H 5.929 0.412 0.514
H 4.819 -2.584 -1.751
H 3.254 -2.155 -2.433
H 3.355 -3.124 -0.959
H 3.851 -0.749 2.087
H 3.079 -2.200 1.439
H 2.193 -0.680 1.498
H 5.726 3.122 -0.521
H 4.718 4.554 -0.366
H 4.824 3.707 -1.911
H 4.357 1.853 1.908
H 2.595 1.726 1.973
H 3.369 3.311 2.035
H 2.143 5.297 -0.181
H -0.054 6.182 -0.934
H -1.715 4.592 -1.898
H -1.102 2.178 -2.067
O -1.741 0.176 -0.998
P -2.736 0.422 0.075
C -2.130 1.596 1.379
P -0.546 1.042 2.154
O 0.505 0.815 1.120
C -0.794 -0.393 3.219
C -0.281 -1.619 2.820
C -0.373 -2.710 3.671
C -0.958 -2.566 4.919
C -1.462 -1.337 5.321
C -1.386 -0.248 4.472
C -0.052 2.359 3.291
C 0.983 2.020 4.162
C 1.501 2.963 5.031
C 0.976 4.249 5.037
C -0.045 4.591 4.165
C -0.564 3.650 3.287
C -3.272 -1.074 0.935
C -4.075 -1.022 2.071
C -4.481 -2.196 2.680
C -4.104 -3.422 2.149
C -3.310 -3.478 1.015
C -2.902 -2.304 0.404
C -4.276 1.195 -0.498
C -5.427 0.435 -0.686
C -6.596 1.039 -1.121
C -6.621 2.403 -1.374
C -5.470 3.162 -1.210
C -4.301 2.559 -0.775
H -2.899 1.771 2.131
H -1.872 2.525 0.864
H 0.184 -1.714 1.850
H 0.031 -3.666 3.364
H -1.008 -3.409 5.597
H -1.900 -1.221 6.304
H -1.764 0.719 4.783
H 1.362 1.005 4.158
H 2.305 2.697 5.703
H 1.362 4.987 5.727
H -0.446 5.596 4.171
H -1.373 3.926 2.622
H -4.386 -0.064 2.470
H -5.092 -2.164 3.572
H -4.425 -4.340 2.624
H -3.010 -4.441 0.624
H -2.297 -2.304 -0.492
H -5.405 -0.630 -0.489
H -7.489 0.446 -1.263
H -7.537 2.877 -1.698
H -5.483 4.223 -1.418
H -3.399 3.146 -0.651
C -2.138 -5.998 -1.799
C -1.327 -5.474 -2.979
C -2.042 -4.316 -3.674
C 0.112 -5.115 -2.589
N 0.263 -3.947 -1.739
C 0.169 -2.649 -2.059
N 0.596 -1.941 -1.037
N 0.934 -2.827 -0.085
N 0.741 -4.019 -0.490
H -3.132 -6.292 -2.135
H -2.261 -5.222 -1.042
H -1.664 -6.868 -1.346
H -1.225 -6.286 -3.704
H -2.299 -3.525 -2.967
H -2.967 -4.674 -4.123
H -1.422 -3.899 -4.471
H 0.683 -4.928 -3.500
H 0.577 -5.945 -2.059
H -0.233 -2.274 -2.981